Record 1
This record from OMol25 describes a structure of composition C22H39OSi2Tm. The level of theory is the ωB97M-V functional and the def2-TZVPD basis.

2S+1: 3
Frontier orbital gap (alpha / beta) in eV: 4.163 / 2.357
Charge: -2

Element x y z (Å)
Tm  0.372  -0.763  -0.236
C  1.128  -2.862  1.142
C  -0.313  -2.929  1.155
C  -0.754  -3.194  -0.175
H  -0.954  -2.821  2.028
C  0.407  -3.337  -1.008
C  1.555  -3.132  -0.185
H  2.595  -3.262  -0.494
H  1.779  -2.726  2.010
H  -1.785  -3.331  -0.485
H  0.405  -3.648  -2.045
C  2.275  1.025  0.161
C  2.905  -0.226  -0.107
C  2.677  -0.543  -1.483
H  3.535  -0.775  0.589
C  1.874  0.486  -2.043
C  1.606  1.452  -1.032
H  1.056  2.381  -1.166
H  2.336  1.591  1.096
H  3.111  -1.371  -2.038
H  1.591  0.577  -3.090
O  -0.809  -0.547  -1.877
C  -0.387  -0.662  -4.920
C  -1.646  -0.470  -4.208
C  0.154  -2.015  -5.114
C  0.266  0.492  -5.567
C  -1.554  0.185  -2.805
H  -2.168  -1.433  -4.095
H  -2.284  0.200  -4.809
H  -1.106  1.187  -2.920
H  -2.573  0.341  -2.411
H  -0.303  -2.547  -5.973
H  -0.007  -2.637  -4.217
H  1.236  -1.977  -5.311
H  -0.131  0.702  -6.579
H  1.345  0.301  -5.689
H  0.144  1.413  -4.980
C  0.124  3.347  1.636
Si  -1.268  2.074  1.584
C  -2.555  2.738  2.796
C  -2.091  2.244  -0.098
C  -0.702  0.314  1.891
Si  0.046  -0.003  3.584
C  -0.878  0.867  4.988
C  0.028  -1.779  4.218
C  1.856  0.501  3.664
H  -0.318  4.351  1.539
H  0.844  3.229  0.818
H  0.675  3.306  2.584
H  -2.958  3.681  2.395
H  -3.393  2.039  2.921
H  -2.138  2.957  3.786
H  -1.370  2.129  -0.917
H  -2.890  1.501  -0.230
H  -2.538  3.247  -0.194
H  -1.635  -0.302  1.832
H  -1.964  0.720  4.905
H  -0.550  0.430  5.943
H  -0.671  1.943  5.029
H  0.695  -2.455  3.673
H  0.366  -1.784  5.267
H  -0.984  -2.202  4.191
H  2.447  -0.076  2.941
H  1.999  1.570  3.465
H  2.245  0.285  4.672

Atoms 1-3, force components in eV/Å:
0.6391 -0.1969 1.4742
-0.6866 -0.7802 -0.1322
0.5102 -0.2889 -0.4818



Record 2
This record from OMol25 describes a structure of composition C22H40Cl2N5O3Ti. The level of theory is the ωB97M-V functional and the def2-TZVPD basis.

2S+1: 3
Frontier orbital gap (alpha / beta) in eV: 1.982 / 5.571
Charge: -1
ΔE to the lowest compared entry with this formula, charge and spin in eV: 0.000

Element x y z (Å)
O  0.284  1.468  -3.103
C  -0.488  1.481  -4.063
C  -0.185  2.021  -5.420
C  0.971  2.793  -5.647
H  1.636  3.014  -4.812
C  1.254  3.271  -6.932
H  2.161  3.859  -7.102
C  0.387  2.997  -8.002
H  0.620  3.374  -9.002
C  -0.768  2.232  -7.772
H  -1.443  2.021  -8.598
C  -1.045  1.744  -6.497
H  -1.932  1.139  -6.308
H  -1.490  1.013  -4.009
C  -2.417  1.881  -1.242
C  -1.813  0.885  -0.325
H  -3.114  2.558  -0.719
H  -2.986  1.373  -2.034
H  -1.653  2.483  -1.746
C  -2.322  0.464  0.831
C  -3.624  0.864  1.469
H  -1.766  -0.227  1.474
H  -4.140  1.653  0.912
H  -3.469  1.211  2.497
H  -4.303  0.006  1.531
Ti  0.124  -0.109  -0.452
Cl  1.097  1.988  -0.460
Cl  -0.617  -1.059  -2.402
H  3.988  0.632  -3.530
H  5.716  0.772  -2.100
C  3.195  0.320  -2.844
C  5.059  0.832  -1.228
N  3.803  0.162  -1.521
H  2.763  -0.635  -3.174
C  3.173  -0.507  -0.565
O  1.961  -0.868  -0.684
H  5.528  0.333  -0.371
H  3.746  -0.739  0.345
H  2.388  1.069  -2.829
H  4.899  1.892  -0.974
H  -1.765  -4.634  1.633
H  -0.272  -6.036  -0.600
C  -2.137  -4.198  0.692
C  -0.816  -5.252  -1.145
N  -1.065  -4.096  -0.297
H  -2.587  -3.219  0.897
C  -0.262  -3.040  -0.373
O  -0.451  -1.969  0.290
H  -0.218  -4.932  -2.002
H  0.571  -3.118  -1.083
H  -2.896  -4.872  0.279
H  -1.770  -5.662  -1.492
C  2.633  0.872  3.430
N  1.501  0.043  3.830
C  1.532  -0.454  5.201
C  0.502  -0.242  2.954
N  0.598  0.143  1.697
N  -0.648  -0.876  3.458
C  -1.402  -0.223  4.527
C  -0.762  -2.327  3.427
H  3.242  1.044  4.322
H  2.290  1.845  3.048
H  3.247  0.374  2.664
H  0.966  0.204  5.880
H  1.128  -1.473  5.250
H  2.578  -0.463  5.525
H  1.241  0.940  1.615
H  -2.462  -0.206  4.241
H  -1.303  -0.764  5.482
H  -1.062  0.814  4.653
H  -1.816  -2.591  3.255
H  -0.154  -2.729  2.608
H  -0.443  -2.777  4.385

Atoms 1-3, force components in eV/Å:
0.9104 0.6426 0.6971
-0.3882 0.5957 -3.3577
-0.6257 -1.0270 2.8529



Record 3
This record from OMol25 describes a structure of composition C22H40N2ReSSi4. The level of theory is the ωB97M-V functional and the def2-TZVPD basis.

2S+1: 2
Frontier orbital gap (alpha / beta) in eV: 7.769 / 6.863
Charge: +2
ΔE to the lowest compared entry with this formula, charge and spin in eV: 0.000

Element x y z (Å)
Re  0.134  0.564  0.391
C  2.666  -0.928  2.637
Si  1.443  0.469  2.589
C  0.101  0.257  3.872
C  2.255  2.135  2.852
C  1.601  0.390  -0.600
Si  2.380  -1.033  -1.698
C  3.974  -0.414  -2.418
C  1.048  -1.309  -2.970
C  2.661  -2.513  -0.616
Si  1.970  2.258  -1.039
C  3.738  2.614  -0.626
C  1.488  2.574  -2.797
C  0.777  3.278  0.067
C  0.815  4.656  0.195
C  -0.115  5.303  1.000
C  -1.084  4.560  1.663
C  -1.094  3.191  1.509
N  -0.183  2.581  0.735
H  3.082  -0.994  3.646
H  3.493  -0.767  1.943
H  2.206  -1.891  2.408
H  0.539  0.389  4.866
H  -0.356  -0.733  3.837
H  -0.697  0.998  3.776
H  2.797  2.091  3.801
H  1.506  2.925  2.953
H  2.970  2.427  2.085
H  3.855  0.438  -3.089
H  4.402  -1.227  -3.012
H  4.705  -0.161  -1.648
H  0.798  -0.404  -3.526
H  0.140  -1.689  -2.494
H  1.381  -2.057  -3.693
H  3.457  -2.354  0.111
H  2.974  -3.335  -1.266
H  1.760  -2.835  -0.094
H  4.363  2.386  -1.490
H  4.104  2.045  0.227
H  3.859  3.677  -0.401
H  2.063  1.967  -3.496
H  1.683  3.624  -3.036
H  0.426  2.385  -2.966
H  1.573  5.226  -0.327
H  -0.084  6.379  1.109
H  -1.823  5.033  2.295
H  -1.823  2.560  2.001
C  -3.594  -3.758  1.697
Si  -3.492  -3.533  -0.148
C  -2.018  -4.402  -0.889
C  -5.072  -4.020  -0.994
C  -3.249  -1.654  -0.489
C  -4.188  -0.892  -1.196
C  -3.999  0.459  -1.469
C  -2.842  1.067  -1.031
N  -1.934  0.369  -0.341
C  -2.138  -0.938  -0.085
S  -0.717  -1.521  0.838
H  -3.763  -4.811  1.932
H  -4.425  -3.190  2.119
H  -2.679  -3.456  2.209
H  -2.122  -5.481  -0.756
H  -1.079  -4.108  -0.416
H  -1.941  -4.208  -1.961
H  -5.253  -5.084  -0.832
H  -5.030  -3.862  -2.074
H  -5.937  -3.484  -0.597
H  -5.094  -1.370  -1.546
H  -4.736  1.028  -2.017
H  -2.625  2.111  -1.220

Atoms 1-3, force components in eV/Å:
-0.1804 0.0815 -0.0127
-0.0102 -0.0217 0.0462
0.0475 -0.0583 -0.0203



Record 4
This record from OMol25 describes a structure of composition C22H41ClCoNP3Se. The level of theory is the ωB97M-V functional and the def2-TZVPD basis.

2S+1: 5
Frontier orbital gap (alpha / beta) in eV: 6.878 / 3.171
Charge: +3
ΔE to the lowest compared entry with this formula, charge and spin in eV: 1.480

Element x y z (Å)
Co  -0.126  -1.115  -1.194
P  -1.029  -0.567  0.784
P  1.480  -2.541  -1.075
P  -1.837  -0.999  -2.402
H  0.812  2.943  -0.471
C  -0.208  3.287  -0.433
C  -0.852  3.472  0.720
H  -0.280  3.564  1.624
C  -0.423  0.174  2.346
C  -1.283  -2.266  1.511
C  -2.791  -0.021  1.028
C  2.930  -2.623  -2.156
C  2.191  -2.532  0.589
C  0.523  -4.104  -1.297
C  -2.828  0.561  -2.412
C  -3.104  -2.214  -1.868
C  -1.753  -1.468  -4.182
H  -0.717  3.526  -1.399
H  -1.901  3.824  0.723
H  -0.069  1.196  2.255
H  0.380  -0.439  2.767
H  -1.276  0.163  3.046
H  -0.325  -2.706  1.814
H  -1.794  -2.914  0.787
H  -1.917  -2.149  2.414
H  -2.914  1.031  0.782
H  -3.084  -0.142  2.088
H  -3.474  -0.629  0.435
H  3.571  -3.446  -1.840
H  3.464  -1.668  -2.148
H  2.582  -2.786  -3.180
H  2.822  -3.436  0.621
H  1.420  -2.568  1.350
H  2.774  -1.619  0.740
H  1.208  -4.964  -1.214
H  0.077  -4.067  -2.306
H  -0.299  -4.175  -0.570
H  -3.525  0.596  -3.262
H  -2.135  1.402  -2.493
H  -3.438  0.641  -1.503
H  -3.885  -2.363  -2.625
H  -3.568  -1.852  -0.951
H  -2.581  -3.165  -1.707
H  -2.734  -1.655  -4.656
H  -1.177  -2.403  -4.202
H  -1.233  -0.653  -4.714
C  1.661  1.923  -4.292
C  1.208  3.133  -3.704
C  1.387  4.353  -4.365
C  2.066  4.429  -5.572
C  2.479  3.246  -6.187
C  2.271  2.012  -5.584
Se  1.516  0.243  -3.480
H  -0.500  0.210  -0.663
H  0.739  3.111  -2.712
H  0.994  5.256  -3.906
H  2.257  5.379  -6.049
H  2.951  3.291  -7.156
H  2.562  1.057  -6.068
Cl  4.680  4.493  2.046
C  4.055  2.932  2.351
C  4.506  2.191  3.450
C  3.947  0.935  3.666
C  2.940  0.499  2.794
N  2.495  1.217  1.772
C  3.041  2.407  1.513
H  5.271  2.605  4.107
H  4.247  0.291  4.490
H  2.474  -0.479  2.959
H  2.698  2.973  0.644

Atoms 1-3, force components in eV/Å:
1.3217 1.5584 0.0953
-1.6067 -0.4481 2.9461
0.7566 -1.3554 0.3608



Record 5
This record from OMol25 describes a structure of composition C22H41ClNOP3Ti. The level of theory is the ωB97M-V functional and the def2-TZVPD basis.

2S+1: 2
Frontier orbital gap (alpha / beta) in eV: 6.433 / 6.768
Charge: +3
ΔE to the lowest compared entry with this formula, charge and spin in eV: 2.280

Element x y z (Å)
Ti  -0.457  0.087  -0.206
P  -1.675  -0.501  1.953
P  -1.171  1.128  -2.114
P  0.378  1.769  1.264
H  3.155  -3.063  1.568
C  2.810  -2.450  2.396
C  1.623  -2.627  2.998
H  0.856  -3.332  2.630
C  -2.347  -2.167  2.250
C  -3.283  0.338  1.605
C  -1.480  -0.071  3.736
C  -0.471  0.116  -3.527
C  -2.891  0.701  -2.404
C  -0.912  2.904  -2.122
C  1.291  1.328  2.787
C  -0.961  2.866  1.841
C  1.493  3.028  0.625
H  3.247  -1.439  2.452
H  1.279  -1.976  3.814
H  -1.543  -2.911  2.288
H  -3.069  -2.437  1.471
H  -2.855  -2.120  3.226
H  -3.787  -0.116  0.742
H  -3.165  1.419  1.422
H  -3.877  0.160  2.513
H  -0.595  -0.594  4.136
H  -2.382  -0.458  4.230
H  -1.401  1.009  3.928
H  0.222  0.734  -4.135
H  -1.392  -0.191  -4.058
H  0.040  -0.837  -3.284
H  -3.117  1.225  -3.344
H  -3.498  1.051  -1.562
H  -2.979  -0.385  -2.557
H  -1.309  3.237  -3.090
H  0.146  3.188  -2.011
H  -1.504  3.348  -1.311
H  1.952  2.177  3.013
H  1.882  0.413  2.632
H  0.611  1.183  3.632
H  -0.466  3.775  2.212
H  -1.553  2.433  2.653
H  -1.638  3.129  1.018
H  1.805  3.690  1.438
H  1.048  3.640  -0.157
H  2.382  2.606  0.156
C  2.630  0.269  -1.584
C  2.683  0.565  -2.961
C  3.736  1.304  -3.452
C  4.832  1.604  -2.632
C  4.655  1.472  -1.273
C  3.530  0.853  -0.704
O  1.420  -0.156  -1.046
H  0.638  0.111  -1.767
H  1.894  0.228  -3.614
H  3.677  1.521  -4.528
H  5.715  2.062  -3.054
H  5.395  1.842  -0.588
H  3.326  0.862  0.380
Cl  -4.293  -3.323  -0.852
C  -2.560  -3.323  -1.017
C  -1.764  -4.469  -1.102
C  -0.376  -4.390  -0.949
C  0.202  -3.126  -0.754
N  -0.590  -2.036  -0.741
C  -1.926  -2.104  -0.864
H  -2.296  -5.392  -1.268
H  0.242  -5.285  -0.935
H  1.275  -2.950  -0.665
H  -2.487  -1.149  -0.778

Atoms 1-3, force components in eV/Å:
1.1963 -3.6771 3.1591
-1.5471 -0.1008 1.2274
-0.3929 -0.0166 -1.7210



Record 6
This record from OMol25 describes a cluster of 3 separate species, C22H41F6N2O9P2 in total. The level of theory is the ωB97M-V functional and the def2-TZVPD basis.

Frontier orbital gap in eV: 6.694
Charge: +1

Element x y z (Å)
O  -4.218  3.673  4.712
C  -2.913  4.035  4.346
C  -2.034  2.744  4.214
C  -0.726  2.800  4.963
N  -0.773  3.295  6.188
N  0.290  3.439  6.970
C  1.405  3.017  6.453
C  1.592  2.468  5.174
C  0.468  2.337  4.373
C  0.575  1.728  3.002
C  0.880  0.221  3.067
C  -0.375  -0.599  3.217
F  -0.099  -1.899  3.227
F  -1.198  -0.393  2.178
F  -1.051  -0.271  4.339
C  -2.966  4.714  2.965
F  -3.337  5.991  3.157
F  -1.759  4.760  2.383
F  -3.862  4.153  2.174
H  -4.457  2.910  4.174
H  -2.499  4.779  5.023
H  -2.592  1.888  4.595
H  -1.864  2.606  3.155
H  -1.657  3.588  6.588
H  2.274  3.106  7.092
H  2.562  2.138  4.832
H  -0.254  1.942  2.338
H  1.453  2.179  2.539
H  1.595  -0.016  3.852
H  1.350  -0.073  2.130
O  -4.060  1.882  -2.596
P  -2.788  1.159  -2.402
O  -2.838  0.458  -0.935
C  -3.857  -0.506  -0.663
C  -3.633  -1.804  -1.417
O  -1.705  2.326  -2.086
C  -2.013  3.713  -2.211
C  -2.459  4.243  -0.867
O  -1.628  0.211  -3.035
C  -1.830  -0.299  -4.377
C  -2.099  0.805  -5.379
H  -4.839  -0.087  -0.897
H  -3.825  -0.693  0.410
H  -3.826  -1.671  -2.486
H  -4.306  -2.582  -1.055
H  -2.603  -2.144  -1.306
H  -2.757  3.895  -2.985
H  -1.097  4.217  -2.525
H  -3.272  3.641  -0.461
H  -2.794  5.279  -0.937
H  -1.634  4.196  -0.154
H  -2.650  -1.023  -4.373
H  -0.923  -0.838  -4.645
H  -3.057  1.297  -5.179
H  -2.138  0.401  -6.390
H  -1.322  1.568  -5.329
O  2.456  -4.379  -3.171
P  3.469  -3.831  -2.248
O  3.217  -4.482  -0.786
C  3.306  -5.900  -0.636
C  4.733  -6.403  -0.757
O  2.961  -2.313  -1.961
C  1.883  -1.739  -2.699
C  0.565  -1.938  -1.982
O  5.022  -3.393  -2.029
C  5.990  -3.669  -3.065
C  5.574  -3.107  -4.410
H  2.660  -6.393  -1.367
H  2.916  -6.129  0.355
H  5.084  -6.334  -1.791
H  4.800  -7.448  -0.455
H  5.406  -5.809  -0.139
H  1.845  -2.140  -3.711
H  2.097  -0.671  -2.785
H  0.398  -2.987  -1.733
H  -0.268  -1.589  -2.592
H  0.555  -1.383  -1.041
H  6.155  -4.748  -3.133
H  6.927  -3.219  -2.741
H  4.685  -3.618  -4.792
H  6.372  -3.237  -5.141
H  5.334  -2.047  -4.327

Atoms 1-3, force components in eV/Å:
0.3512 0.4130 0.5234
-0.1120 -1.4668 -0.9863
0.0351 0.7685 0.4397